No. 1
ORCA calculation (wB97M-V/def2-TZVPD) on a structure of composition C4H6N2O2 at a distorted geometry.

Each line ends with the Löwdin charge.
Cartesian coordinates (Å):
C  -2.1114  0.1221  -0.1420  -0.067
C  0.1920  0.2739  -0.0430  -0.303
C  1.6268  -1.3458  0.0281  -0.154
C  1.5293  0.7602  -0.0209  -0.468
H  -1.5615  -0.9688  -0.7877  0.160
H  -2.4578  -0.0923  0.9810  0.117
H  -2.8980  1.0081  -0.7279  0.165
H  -0.5819  -1.7012  -0.1360  0.127
H  2.1238  -2.2660  -0.2214  0.103
H  0.8358  2.5119  0.6913  0.261
N  0.2643  -1.1340  0.2036  0.088
N  2.3460  -0.1830  0.0328  0.127
O  -0.9535  0.9065  0.2429  -0.154
O  1.6461  2.1085  -0.1010  -0.004

Atoms 1-2, force components in eV/Å:
C -0.1804 0.8068 0.6031
C 1.0215 -1.4673 1.4229

Properties
Orbital gap in eV: 7.836
LUMO energy in eV: 0.37


No. 2
ORCA calculation (wB97M-V/def2-TZVPD) on the molecule C4H6N2O2 at a distorted geometry.

Each line ends with the Löwdin charge.
Cartesian coordinates (Å):
H  -1.8472  -2.2507  0.8678  0.058
N  -2.1392  -1.4715  1.4775  0.095
C  -1.2464  -0.5579  1.3023  -0.309
N  -0.0294  -0.8544  0.5602  0.040
C  0.7270  0.3122  0.9815  -0.102
C  -0.0081  0.4879  -0.3566  -0.087
C  0.7322  0.2305  -1.5797  -0.395
O  1.8262  -0.4222  -1.5091  0.034
O  0.5800  1.1659  -2.6171  0.028
H  -1.0134  0.5500  1.9774  0.167
H  0.1466  0.6872  1.9235  0.088
H  1.7044  -0.0028  1.0499  0.096
H  -0.7050  1.1048  -0.6645  0.091
H  1.2723  1.0210  -3.4130  0.197

Atoms 1-2, force components in eV/Å:
H -0.2843 0.1414 0.3393
N 1.4203 2.2591 -0.4312

Properties
Orbital gap in eV: 10.675
LUMO energy in eV: 0.22


Molecular weight for the records above, in order: 114.1, 114.1 g mol⁻¹
Energy above the lowest of the compared OMol25 structures with the same formula, charge and spin for the records above, in order: 141.9, 134.5 kcal per mole